The following is a quantum chemistry calculation of an isolated molecule of C24H29N3O6S at a distorted geometry, from OMol25.

Atoms and positions in Å:
C 4.527 -1.402 2.294
O 3.628 -1.927 1.342
C 2.308 -2.096 1.677
C 1.661 -3.132 1.017
C 0.318 -3.387 1.211
C -0.414 -2.605 2.090
C -1.894 -2.823 2.268
C -2.660 -2.445 0.991
N -2.340 -1.099 0.575
C -3.240 -0.106 0.545
O -4.425 -0.247 0.776
C -2.667 1.278 0.196
N -1.454 1.270 -0.589
C -1.499 0.809 -1.917
C -0.357 0.895 -2.708
C -0.382 0.479 -4.025
C -1.542 -0.023 -4.601
C -1.552 -0.474 -6.030
C -2.677 -0.103 -3.808
C -2.664 0.300 -2.484
S -0.042 1.013 0.286
O -0.370 1.253 1.661
O 0.529 -0.254 -0.069
C 1.068 2.294 -0.195
C 0.791 3.691 -0.247
C -0.511 4.347 -0.002
N 1.879 4.341 -0.553
O 2.879 3.433 -0.697
C 2.408 2.200 -0.478
C 3.316 1.039 -0.574
C 0.228 -1.576 2.764
C 1.574 -1.294 2.567
O 2.225 -0.259 3.185
C 1.514 0.533 4.108
H 4.402 -0.325 2.429
H 4.417 -1.895 3.263
H 5.521 -1.609 1.895
H 2.244 -3.726 0.331
H -0.156 -4.197 0.677
H -2.261 -2.214 3.095
H -2.099 -3.872 2.492
H -2.396 -3.133 0.182
H -3.738 -2.484 1.162
H -1.358 -0.922 0.420
H -3.437 1.865 -0.311
H -2.426 1.767 1.143
H 0.556 1.281 -2.290
H 0.519 0.551 -4.617
H -2.567 -0.645 -6.377
H -0.992 -1.404 -6.133
H -1.081 0.269 -6.670
H -3.595 -0.492 -4.224
H -3.567 0.206 -1.904
H -0.889 4.048 0.974
H -0.389 5.426 -0.038
H -1.232 4.035 -0.756
H 4.111 1.127 0.164
H 3.781 1.008 -1.559
H 2.758 0.124 -0.399
H -0.351 -0.954 3.427
H 0.677 1.044 3.626
H 1.152 -0.065 4.951
H 2.232 1.267 4.472

E_HOMO in Eh: -0.29374
Energy above the lowest of the compared OMol25 structures with the same formula, charge and spin in kJ/mol: 267.1
Multiplicity: 1
SMILES: COc1ccc(CCNC(=O)CN(c2ccc(C)cc2)S(=O)(=O)c2c(C)noc2C)cc1OC
Orbital gap in eV: 8.6

The following is a quantum chemistry calculation of a structure of composition C24H29N4O4PReS2 at a distorted geometry, from OMol25.

Atoms and positions in Å:
Re -0.671 -0.448 0.510
O 0.284 -1.908 1.401
S 1.852 -2.203 1.116
C 1.831 -1.435 -0.490
C 0.711 -1.638 -1.325
C 0.708 -1.023 -2.579
C 1.786 -0.242 -2.978
C 2.872 -0.049 -2.132
C 2.900 -0.641 -0.869
C 1.993 -3.915 0.931
C 2.149 -4.546 -0.310
C 2.391 -5.906 -0.321
C 2.473 -6.614 0.876
C 2.330 -5.973 2.104
C 2.112 -4.610 2.144
H -0.075 -2.343 -1.053
H -0.109 -1.198 -3.264
H 1.787 0.207 -3.963
H 3.709 0.557 -2.454
H 3.748 -0.494 -0.211
H 2.116 -3.993 -1.238
H 2.532 -6.418 -1.264
H 2.677 -7.677 0.850
H 2.422 -6.531 3.026
H 2.050 -4.091 3.093
N -2.115 -0.364 3.507
C -1.278 0.661 3.298
C -1.032 1.598 4.326
C -0.131 2.603 4.145
C 0.554 2.720 2.914
C 0.257 1.841 1.930
N -0.670 0.823 2.088
H -2.501 -0.480 4.433
H -2.162 -1.174 2.909
H -1.549 1.474 5.269
H 0.070 3.301 4.948
H 1.292 3.491 2.748
H 0.733 1.907 0.957
S -0.987 1.032 -1.319
C -1.868 2.519 -0.950
N -1.875 3.446 -1.939
C -2.511 4.627 -1.805
C -3.165 4.889 -0.625
C -3.123 3.899 0.349
N -2.485 2.730 0.187
H -1.387 3.252 -2.810
H -2.469 5.309 -2.644
H -3.688 5.823 -0.472
H -3.621 4.044 1.301
C -4.806 0.184 0.903
O -4.033 -0.547 -0.110
P -2.815 -1.459 0.167
O -2.634 -2.345 -1.090
C -3.249 -2.175 -2.422
O -3.019 -2.360 1.414
C -4.074 -3.408 1.526
H -5.554 0.737 0.346
H -4.144 0.854 1.445
H -5.285 -0.528 1.570
H -3.423 -3.179 -2.794
H -2.547 -1.639 -3.051
H -4.183 -1.630 -2.326
H -4.233 -3.548 2.588
H -3.690 -4.311 1.063
H -4.982 -3.066 1.037

<S²>: 3.777
E_HOMO (alpha / beta) in Eh: -0.71465 / -0.71476
Energy above the lowest of the compared OMol25 structures with the same formula, charge and spin in kJ/mol: 0.0
Multiplicity: 4
Orbital gap (alpha / beta) in eV: 6.4 / 5.8
Charge: +4

The following is a quantum chemistry calculation of a structure of composition C24H29N6S4Sr at a distorted geometry, from OMol25.

Atoms and positions in Å:
Sr -0.383 0.169 0.024
C 1.826 3.722 2.085
C 1.493 2.461 1.348
N 0.547 1.660 1.711
N -0.106 1.979 2.861
C -1.148 1.226 3.197
N -1.643 1.521 4.416
S -2.002 0.009 2.299
C 2.323 2.052 0.184
C 3.570 2.627 -0.031
C 4.367 2.165 -1.064
C 3.898 1.150 -1.881
C 2.638 0.649 -1.620
N 1.867 1.072 -0.618
H 0.986 4.004 2.711
H 2.054 4.530 1.387
H 2.691 3.581 2.739
H -1.124 2.141 5.015
H -2.391 0.967 4.789
H 3.920 3.416 0.619
H 5.348 2.592 -1.227
H 4.490 0.755 -2.694
H 2.218 -0.126 -2.255
C 1.793 -3.586 3.095
C 2.678 -3.219 1.910
S 1.963 -2.021 0.742
C 1.659 -3.001 -0.749
C 0.467 -3.954 -0.713
S -1.091 -3.094 -0.340
C -1.735 -3.898 1.152
C -0.974 -3.590 2.437
S 0.428 -4.718 2.725
H 1.387 -2.697 3.577
H 2.402 -4.114 3.830
H 2.949 -4.108 1.339
H 3.597 -2.758 2.273
H 2.570 -3.546 -1.001
H 1.516 -2.243 -1.525
H 0.598 -4.719 0.050
H 0.367 -4.440 -1.684
H -1.805 -4.966 0.951
H -2.749 -3.504 1.234
H -1.650 -3.694 3.286
H -0.599 -2.569 2.420
C -2.061 -1.558 -4.073
C -3.153 -0.744 -4.318
C -3.267 0.454 -3.633
C -2.290 0.804 -2.710
N -1.255 -0.006 -2.435
C -1.150 -1.149 -3.120
C -2.364 2.106 -1.977
C -2.996 3.205 -2.539
C -3.093 4.375 -1.802
C -2.553 4.415 -0.528
C -1.908 3.287 -0.052
N -1.804 2.160 -0.761
H -1.928 -2.497 -4.592
H -3.911 -1.036 -5.033
H -4.118 1.098 -3.799
H -0.288 -1.768 -2.894
H -3.394 3.157 -3.543
H -3.588 5.241 -2.219
H -2.624 5.301 0.087
H -1.467 3.273 0.939

E_HOMO in Eh: -0.36995
Energy above the lowest of the compared OMol25 structures with the same formula, charge and spin in kJ/mol: 8.3
Multiplicity: 1
Orbital gap in eV: 7.3
Charge: +1

The following is a quantum chemistry calculation of an isolated molecule of C24H29NO4, from OMol25.

Atoms and positions in Å:
C -5.752 -2.050 -1.552
C -4.826 -1.211 -0.716
C -4.878 0.182 -0.811
C -5.910 0.831 -1.689
C -3.965 0.959 -0.098
C -3.970 2.459 -0.203
C -3.030 0.328 0.720
C -1.992 1.149 1.423
O -2.149 1.663 2.503
C -0.711 1.274 0.621
C 0.387 2.018 1.386
C 1.637 2.103 0.561
C 1.976 3.271 -0.108
C 3.122 3.322 -0.885
C 3.932 2.211 -1.006
C 3.597 1.030 -0.345
N 4.451 -0.065 -0.510
C 4.356 -1.310 0.017
O 3.460 -1.708 0.730
C 5.527 -2.211 -0.378
C 6.789 -1.895 0.431
C 7.576 -0.728 -0.104
O 7.261 -0.027 -1.033
O 8.710 -0.548 0.572
C 2.450 0.985 0.437
C -3.019 -1.056 0.879
C -2.032 -1.685 1.824
C -3.929 -1.830 0.158
C -3.944 -3.326 0.304
H -6.689 -2.231 -1.023
H -5.304 -3.011 -1.785
H -5.984 -1.556 -2.491
H -5.619 0.761 -2.738
H -6.875 0.343 -1.571
H -6.034 1.881 -1.447
H -3.827 2.776 -1.236
H -3.183 2.895 0.405
H -4.918 2.864 0.150
H -0.948 1.794 -0.311
H -0.375 0.272 0.346
H 0.029 3.016 1.645
H 0.587 1.483 2.317
H 1.347 4.144 -0.018
H 3.385 4.235 -1.399
H 4.829 2.249 -1.608
H 5.283 0.129 -1.059
H 5.737 -2.106 -1.443
H 5.223 -3.237 -0.174
H 6.536 -1.683 1.473
H 7.463 -2.755 0.439
H 9.209 0.206 0.220
H 2.198 0.074 0.955
H -2.550 -2.254 2.594
H -1.360 -2.360 1.293
H -1.435 -0.928 2.324
H -4.966 -3.691 0.389
H -3.398 -3.646 1.184
H -3.484 -3.798 -0.565

E_HOMO in Eh: -0.30643
Energy above the lowest of the compared OMol25 structures with the same formula, charge and spin in kJ/mol: 0.0
Multiplicity: 1
SMILES: Cc1c(C)c(C)c(C(=O)CCc2cccc(NC(=O)CCC(=O)O)c2)c(C)c1C
Orbital gap in eV: 8.8